No. 1
Molecular formula: C28H44Cl3CuN4O3SeSi
Method: DFT, the ωB97M-V functional and the def2-TZVPD basis

Output
Maximum force, Eh/bohr: 0.056
ΔE to the lowest compared entry with this formula, charge and spin, eV: 0.000
Charge: -1
Kohn-Sham gap (alpha / beta), eV: 6.4380 / 6.4309
Multiplicity: 2
DFT total energy, eV: -197289.90726
HOMO (alpha / beta), eV: -4.157 / -4.150

CARTESIAN COORDINATES (ANGSTROEM)
C -1.566 -1.962 -3.613
C -1.078 -2.921 -2.577
H -1.246 -2.275 -4.612
H -1.195 -0.946 -3.406
H -2.667 -1.908 -3.637
C -0.622 -4.162 -2.813
C -0.459 -4.790 -4.155
H -0.376 -4.825 -1.984
H -0.639 -4.085 -4.974
H -1.135 -5.647 -4.288
H 0.560 -5.190 -4.259
Cu -0.357 0.281 -0.203
Cl -2.434 -0.039 0.836
Cl 0.072 1.293 -2.075
H 0.549 4.339 3.187
H -1.401 5.610 2.403
C 0.782 3.990 2.177
C -1.145 5.333 1.370
N -0.424 4.066 1.368
H 1.147 2.961 2.190
C -0.794 3.004 0.666
O -0.160 1.919 0.812
H -2.059 5.237 0.773
H -1.652 3.098 -0.018
H 1.543 4.658 1.758
H -0.518 6.139 0.959
H 1.647 -1.587 -3.328
H 2.096 -3.707 -2.031
C 2.489 -1.058 -2.859
C 3.064 -3.219 -1.837
N 2.885 -1.790 -1.676
H 2.173 -0.046 -2.586
C 3.268 -1.153 -0.528
O 3.160 0.050 -0.312
H 3.499 -3.625 -0.915
H 3.687 -1.862 0.220
H 3.324 -1.023 -3.581
H 3.726 -3.440 -2.689
O -0.054 -1.464 -1.046
C -1.102 -2.350 -1.154
C 0.164 -4.013 0.263
C -1.042 -3.396 -0.045
H 1.053 -3.704 -0.293
C 0.199 -4.992 1.252
H -2.061 -1.822 -1.024
C -2.197 -3.692 0.673
H 1.164 -5.415 1.524
C -0.987 -5.420 1.855
C -2.182 -4.730 1.607
H -3.080 -3.088 0.451
H -0.975 -6.281 2.529
H -3.103 -4.996 2.130
Si -0.381 3.813 -4.428
Cl -0.690 1.823 -5.035
C 1.428 4.138 -4.101
C -1.421 4.181 -2.910
C -1.046 4.737 -5.951
H 1.878 3.294 -3.565
H 1.545 5.028 -3.471
H 1.985 4.305 -5.032
H -0.379 4.618 -6.816
H -1.173 5.817 -5.791
H -2.030 4.339 -6.245
H -1.130 3.507 -2.091
H -2.489 4.035 -3.132
H -1.258 5.222 -2.591
C 2.190 -0.985 4.356
N 0.905 -0.314 4.277
C 0.077 -0.348 3.186
Se 0.533 -1.202 1.636
N -1.055 0.329 3.553
C -0.965 0.755 4.879
C -1.875 1.378 5.724
C -1.463 1.627 7.043
C -0.191 1.233 7.494
C 0.702 0.558 6.651
C 0.289 0.358 5.338
H 2.972 -0.263 4.629
H 2.415 -1.409 3.367
H 2.145 -1.795 5.097
H -1.838 0.444 2.883
H -2.861 1.642 5.344
H -2.136 2.131 7.738
H 0.099 1.457 8.517
H 1.680 0.195 6.963

***

No. 2
Molecular formula: C28H44EuN6OS2
Method: DFT, the ωB97M-V functional and the def2-TZVPD basis

Output
Maximum force, Eh/bohr: 0.010
ΔE to the lowest compared entry with this formula, charge and spin, eV: 0.000
Charge: +3
Kohn-Sham gap (alpha / beta), eV: 6.4704 / 7.8983
Multiplicity: 7
DFT total energy, eV: -81717.65496
HOMO (alpha / beta), eV: -16.445 / -16.445

CARTESIAN COORDINATES (ANGSTROEM)
Eu 0.814 0.499 0.491
C 3.021 -1.937 2.344
C 2.978 -0.662 3.177
N 2.565 0.549 2.411
C 2.187 1.648 3.339
C 0.656 1.754 3.517
N -0.037 0.523 3.062
C -1.459 0.511 3.505
C -2.393 1.081 2.451
C -2.737 0.111 1.323
N -1.564 -0.535 0.662
C -1.402 -1.934 1.129
C -0.235 -2.641 0.451
N 1.065 -2.002 0.775
C 1.667 -2.565 2.012
H 3.592 -2.668 2.916
H 3.582 -1.747 1.423
H 3.971 -0.497 3.601
H 2.297 -0.800 4.019
H 3.405 0.850 1.923
H 2.564 2.596 2.956
H 2.654 1.490 4.312
H 0.257 2.596 2.944
H 0.442 1.951 4.569
H 0.402 -0.235 3.576
H -1.565 1.078 4.433
H -1.752 -0.516 3.727
H -1.966 2.005 2.063
H -3.335 1.352 2.930
H -3.300 0.657 0.565
H -3.399 -0.663 1.717
H -1.834 -0.619 -0.317
H -2.307 -2.514 0.922
H -1.247 -1.936 2.208
H -0.384 -2.621 -0.631
H -0.241 -3.688 0.764
H 1.706 -2.283 0.035
H 1.811 -3.641 1.883
H 0.967 -2.428 2.839
C 3.867 -1.465 -1.447
C 4.011 0.007 -1.240
N 3.083 0.794 -0.741
C 3.465 2.126 -0.826
C 4.716 2.315 -1.325
S 5.427 0.828 -1.748
C 2.510 3.193 -0.531
C 2.705 4.507 -0.813
S 1.309 5.421 -0.462
C 0.504 3.998 0.028
N 1.242 2.904 -0.039
C -0.931 4.001 0.431
H 2.812 -1.722 -1.532
H 4.335 -2.041 -0.647
H 4.361 -1.762 -2.371
H 5.247 3.242 -1.475
H 3.588 4.980 -1.212
H -1.104 4.623 1.311
H -1.253 2.982 0.630
H -1.552 4.406 -0.368
C -5.700 -1.796 -3.168
C -4.249 -1.457 -3.139
C -3.806 -0.204 -2.689
C -2.467 0.107 -2.607
C -2.079 1.539 -2.322
C -1.505 -0.886 -2.970
C -0.115 -0.789 -2.664
O 0.416 -0.166 -1.715
C -1.944 -2.099 -3.576
C -0.987 -3.116 -4.134
C -3.300 -2.364 -3.608
H -6.305 -1.043 -2.668
H -5.880 -2.768 -2.708
H -6.042 -1.878 -4.202
H -4.546 0.549 -2.439
H -2.923 2.090 -1.912
H -1.819 2.015 -3.271
H -1.218 1.647 -1.666
H 0.557 -1.380 -3.297
H -0.321 -3.531 -3.376
H -0.372 -2.678 -4.923
H -1.537 -3.945 -4.571
H -3.644 -3.303 -4.026